H14O6S2 | wB97M-V/def2-TZVPD

## Properties
* gap between HOMO and LUMO (spin up / spin down): 2.697 / 6.800 eV
* ΔE to the lowest compared entry with this formula, charge and spin: 72.2 kJ/mol
* HOMO (spin up / spin down): -0.20 / -4.37 eV
* F_max: 2.79 eV/A
* M: 174.2 g mol⁻¹
* E_LUMO (spin up / spin down): 2.50 / 2.43 eV
* E_tot: -34182.6267 eV

```
! wB97M-V def2-TZVPD RIJCOSX def2/J DEFGRID3
* xyz -1 2
S 3.29 -1.62 -0.63
S 5.13 -1.08 0.40
H 3.23 -0.59 -1.49
H 6.06 -1.61 -0.41
H -0.14 0.35 5.06
H -0.14 -0.13 3.62
O -0.24 -0.46 4.53
H -2.45 -0.42 0.56
H -2.05 -1.87 0.28
O -1.82 -0.96 0.05
H -3.62 1.69 -1.70
H -2.13 1.43 -1.95
O -2.79 1.60 -1.25
H -1.00 -1.27 -4.03
H -0.33 -0.15 -3.27
O -1.11 -0.71 -3.25
H -0.02 1.89 0.58
H -1.34 2.31 -0.07
O -0.43 2.57 0.04
H -0.11 -0.21 0.99
H 1.19 -0.82 0.78
O 0.82 0.03 1.14
*
```

---

C76H180Br4MnN9O5 | wB97M-V/def2-TZVPD

## Properties
* gap between HOMO and LUMO (spin up / spin down): 9.283 / 9.755 eV
* ΔE to the lowest compared entry with this formula, charge and spin: 0.0 kJ/mol
* HOMO (spin up / spin down): -20.35 / -20.82 eV
* F_max: 3.55 eV/A
* M: 1674.9 g mol⁻¹
* E_LUMO (spin up / spin down): -11.06 / -11.06 eV
* E_tot: -416802.3679 eV

```
! wB97M-V def2-TZVPD RIJCOSX def2/J DEFGRID3
* xyz 7 6
Mn 0.28 -0.34 -0.60
C -1.45 0.04 -5.78
C -2.88 0.57 -5.80
N -3.91 -0.56 -5.51
C -5.24 -0.01 -5.61
C -3.66 -1.66 -6.57
C -4.59 -2.88 -6.36
C -3.69 -1.28 -4.10
C -3.18 -0.34 -3.02
O -4.04 0.72 -2.87
C -3.86 1.45 -1.68
H -1.18 -0.41 -6.73
H -1.28 -0.68 -4.98
H -0.77 0.88 -5.61
H -3.13 0.89 -6.81
H -2.97 1.36 -5.00
H -5.54 0.55 -4.72
H -5.96 -0.81 -5.76
H -5.27 0.64 -6.51
H -2.60 -1.87 -6.58
H -3.95 -1.24 -7.54
H -5.65 -2.60 -6.30
H -4.30 -3.38 -5.45
H -4.50 -3.60 -7.16
H -2.94 -2.07 -4.18
H -4.65 -1.70 -3.84
H -2.15 0.01 -3.20
H -3.01 -0.96 -2.12
H -2.81 1.75 -1.64
H -3.97 0.78 -0.82
H -4.54 2.30 -1.60
C -1.57 2.91 5.97
C -0.16 2.62 6.52
N 0.55 1.47 5.77
C -0.33 0.23 5.85
C 0.73 1.87 4.30
C 1.55 0.87 3.51
C 1.92 1.25 6.39
C 1.96 1.59 7.85
O 0.97 0.73 8.49
C 1.02 0.97 9.99
H -1.95 3.89 6.27
H -2.32 2.21 6.33
H -1.49 2.87 4.89
H -0.22 2.26 7.55
H 0.45 3.53 6.45
H 0.24 -0.58 5.42
H -1.28 0.51 5.40
H -0.55 0.11 6.92
H 1.18 2.87 4.29
H -0.24 1.96 3.81
H 2.59 0.87 3.82
H 1.53 1.12 2.43
H 1.13 -0.15 3.54
H 2.48 2.01 5.83
H 2.23 0.19 6.22
H 1.67 2.63 7.97
H 2.94 1.47 8.30
H 1.97 0.55 10.32
H 0.21 0.45 10.49
H 0.99 2.04 10.21
C 2.44 -3.91 9.64
C 1.37 -4.88 9.20
N 1.14 -4.96 7.64
C 2.40 -5.22 6.95
C 0.20 -6.11 7.35
C -1.25 -5.89 7.73
C 0.50 -3.61 7.20
C 0.38 -3.51 5.69
O 1.58 -2.88 5.18
C 1.66 -3.17 3.76
H 2.15 -2.86 9.42
H 3.39 -4.02 9.09
H 2.56 -3.97 10.72
H 0.37 -4.64 9.55
H 1.63 -5.89 9.54
H 3.23 -4.57 7.22
H 2.16 -5.23 5.87
H 2.65 -6.26 7.21
H 0.59 -6.92 8.00
H 0.33 -6.42 6.31
H -1.38 -5.41 8.70
H -1.76 -6.85 7.79
H -1.76 -5.28 6.97
H 1.18 -2.81 7.54
H -0.43 -3.58 7.77
H -0.54 -2.94 5.41
H 0.19 -4.48 5.19
H 1.59 -4.24 3.59
H 2.65 -2.82 3.44
H 0.89 -2.58 3.22
C 0.09 9.34 4.36
C -1.31 8.87 4.10
N -1.24 7.67 3.03
C -2.76 7.25 2.75
C -0.48 8.12 1.74
C -0.97 9.46 1.19
C -0.49 6.50 3.60
C 0.10 5.57 2.56
O -0.99 4.98 1.68
C -0.39 3.78 1.14
H 0.68 8.61 4.89
H -0.01 10.20 5.02
H 0.59 9.76 3.50
H -1.98 9.57 3.60
H -1.79 8.50 5.00
H -3.29 8.14 2.37
H -3.18 6.92 3.70
H -2.78 6.50 1.96
H -0.60 7.31 1.01
H 0.55 8.23 2.09
H -2.03 9.35 0.96
H -0.45 9.70 0.25
H -0.81 10.29 1.87
H -1.11 6.04 4.35
H 0.39 6.95 4.06
H 0.61 4.76 3.09
H 0.77 6.08 1.86
H -0.02 3.01 1.85
H 0.40 4.00 0.39
H -1.22 3.30 0.61
C 0.62 5.02 -3.69
C -0.81 4.79 -4.14
N -1.81 5.59 -3.28
C -1.63 5.23 -1.79
C -1.66 7.17 -3.51
C -2.71 8.00 -2.90
C -3.30 5.07 -3.63
C -3.46 5.04 -5.11
O -3.14 6.29 -5.72
C -3.37 6.24 -7.12
H 1.25 4.30 -4.20
H 0.79 4.85 -2.62
H 0.96 6.02 -4.00
H -1.02 3.72 -4.10
H -1.03 5.19 -5.13
H -1.56 4.13 -1.74
H -2.43 5.68 -1.20
H -0.68 5.67 -1.45
H -1.62 7.30 -4.61
H -0.68 7.42 -3.03
H -2.36 9.04 -2.97
H -2.99 7.78 -1.85
H -3.67 7.82 -3.39
H -3.96 5.83 -3.22
H -3.30 4.08 -3.14
H -4.51 4.81 -5.33
H -2.85 4.21 -5.46
H -3.12 7.20 -7.57
H -4.41 5.96 -7.31
H -2.79 5.41 -7.56
C -1.76 -8.04 -2.22
C -0.34 -8.25 -1.73
C 0.18 -6.92 -1.26
C 1.60 -7.11 -0.82
N 2.28 -5.78 -0.40
C 2.59 -4.96 -1.64
C 4.08 -5.20 -2.02
C 4.48 -6.36 -1.11
C 3.62 -6.18 0.16
C 1.42 -5.06 0.59
H -2.06 -8.86 -2.90
H -1.87 -7.11 -2.84
H -2.45 -7.98 -1.37
H 0.24 -8.60 -2.58
H -0.26 -9.00 -0.96
H -0.43 -6.69 -0.39
H 0.09 -6.12 -1.99
H 2.15 -7.51 -1.67
H 1.67 -7.77 0.06
H 2.38 -3.92 -1.34
H 1.91 -5.18 -2.46
H 4.73 -4.35 -1.79
H 4.16 -5.35 -3.10
H 5.51 -6.37 -0.74
H 4.33 -7.38 -1.52
H 4.00 -5.33 0.72
H 3.58 -7.03 0.84
H 0.48 -4.79 0.13
H 1.96 -4.18 0.91
H 1.25 -5.66 1.49
C 5.09 5.96 -5.09
C 5.83 5.35 -3.88
C 4.84 4.52 -3.04
C 5.67 4.12 -1.83
N 4.82 3.30 -0.85
C 3.67 4.15 -0.35
C 3.57 3.83 1.15
C 4.57 2.67 1.39
C 5.59 2.95 0.34
C 4.23 2.05 -1.45
H 5.75 6.55 -5.73
H 4.37 6.70 -4.75
H 4.55 5.20 -5.66
H 6.18 6.09 -3.16
H 6.67 4.73 -4.21
H 4.47 3.60 -3.50
H 4.03 5.17 -2.73
H 5.93 5.02 -1.26
H 6.55 3.54 -2.13
H 2.83 3.85 -0.97
H 3.92 5.21 -0.50
H 2.56 3.57 1.44
H 3.87 4.69 1.74
H 4.13 1.67 1.32
H 4.98 2.74 2.40
H 6.25 2.11 0.15
H 6.12 3.87 0.60
H 5.04 1.40 -1.79
H 3.50 2.37 -2.20
H 3.58 1.54 -0.72
C -0.05 -4.85 -5.09
C 0.29 -3.84 -6.17
C 1.76 -3.41 -6.12
C 1.85 -2.40 -5.01
N 3.11 -1.62 -5.17
C 3.15 -0.48 -4.17
C 4.09 0.54 -4.72
C 4.24 0.18 -6.17
C 3.23 -0.88 -6.50
C 4.30 -2.53 -5.01
H -1.00 -5.36 -5.22
H 0.03 -4.46 -4.07
H 0.74 -5.63 -5.16
H -0.30 -2.92 -6.03
H 0.02 -4.24 -7.15
H 1.92 -2.96 -7.10
H 2.45 -4.25 -5.98
H 1.90 -2.93 -4.03
H 1.01 -1.67 -5.07
H 3.48 -0.85 -3.20
H 2.12 -0.12 -4.21
H 5.10 0.49 -4.34
H 3.73 1.57 -4.62
H 5.23 -0.23 -6.40
H 4.18 0.99 -6.89
H 3.53 -1.60 -7.26
H 2.23 -0.49 -6.70
H 5.19 -1.94 -5.16
H 4.21 -3.34 -5.74
H 4.28 -3.00 -4.03
C -6.50 -7.69 -1.44
C -6.06 -7.08 -0.14
C -5.11 -5.91 -0.27
C -5.00 -5.36 1.10
N -3.88 -4.29 1.25
C -2.47 -4.88 1.06
C -1.56 -3.93 1.90
C -2.49 -3.17 2.92
C -3.88 -3.72 2.69
C -4.03 -3.16 0.30
H -5.66 -8.03 -2.06
H -7.16 -7.02 -2.00
H -7.06 -8.61 -1.17
H -5.61 -7.86 0.48
H -6.94 -6.70 0.39
H -5.43 -5.12 -0.96
H -4.17 -6.32 -0.63
H -4.67 -6.20 1.79
H -5.96 -4.87 1.42
H -2.29 -4.97 -0.01
H -2.56 -5.90 1.45
H -0.99 -3.22 1.27
H -0.73 -4.44 2.43
H -2.36 -2.10 2.73
H -2.28 -3.38 3.98
H -4.71 -3.01 2.84
H -4.03 -4.62 3.29
H -3.19 -2.48 0.54
H -5.00 -2.69 0.47
H -3.96 -3.48 -0.74
Br 0.48 1.65 -2.19
Br 2.51 -1.01 0.35
Br -1.48 0.09 1.19
Br -0.38 -2.38 -1.92
*
```